This record from OMol25 describes 3 unconnected molecules or ions with the total composition C20H42F2NO12P3S in a non-equilibrium geometry. The level of theory is the ωB97M-V functional and the def2-TZVPD basis.

Each line ends with the Löwdin charge.
Positions of all 81 atoms, in Å:
C 0.477 -1.822 1.598  0.053
C 0.629 -0.866 0.560  -0.096
C 0.954 0.190 -0.667  -0.204
C 2.521 0.012 -1.096  -0.231
C 3.529 1.219 -0.638  -0.284
P 3.802 1.412 1.234  0.763
N 5.332 0.485 1.040  -0.165
C 5.178 -0.974 1.379  -0.235
O 6.331 -1.663 1.608  0.022
F 3.931 -1.766 1.437  0.002
C 6.283 1.028 2.127  -0.253
O 7.406 1.705 1.871  0.070
F 5.861 0.691 3.536  -0.015
S 2.114 2.676 1.549  0.552
C 2.594 3.905 2.933  -0.206
O 1.678 3.558 0.360  -0.456
O 0.842 1.938 2.121  -0.453
H 0.651 -2.704 2.380  0.065
H 0.308 -0.198 -1.593  0.124
H 0.600 1.286 -0.472  0.097
H 2.853 -1.066 -0.774  0.110
H 2.539 0.005 -2.290  0.132
H 4.596 0.926 -1.092  0.120
H 3.225 2.200 -1.216  0.111
H 4.646 2.537 1.664  0.071
H 3.313 0.562 2.287  0.079
H 1.718 4.711 3.022  0.103
H 3.543 4.495 2.515  0.077
H 2.796 3.375 3.956  0.083
C -3.129 -7.404 4.578  -0.081
C -1.687 -7.294 4.129  -0.294
O -1.532 -7.640 2.753  -0.268
P -2.125 -6.585 1.619  0.790
O -1.149 -5.464 2.053  -0.236
O -1.194 -7.011 0.297  -0.241
C -0.482 -5.966 -0.373  -0.297
C 0.958 -5.898 0.117  -0.078
O -3.214 -7.838 1.134  -0.272
C -2.787 -9.197 1.022  -0.281
C -3.152 -10.011 2.258  -0.079
H -3.810 -6.897 3.889  0.072
H -3.251 -6.975 5.579  0.082
H -3.442 -8.450 4.628  0.064
H -1.304 -6.285 4.309  0.102
H -1.065 -7.982 4.707  0.121
H -0.992 -5.000 -0.243  0.102
H -0.496 -6.175 -1.447  0.115
H 1.038 -5.975 1.203  0.068
H 1.436 -4.968 -0.201  0.072
H 1.532 -6.741 -0.291  0.077
H -1.717 -9.280 0.807  0.114
H -3.323 -9.619 0.167  0.121
H -2.459 -9.826 3.082  0.059
H -3.095 -11.081 2.048  0.078
H -4.157 -9.765 2.612  0.080
C 0.323 4.517 -2.095  -0.092
C -0.976 4.394 -2.864  -0.288
O -1.704 5.621 -2.876  -0.266
P -1.103 6.867 -3.791  0.787
O -1.276 6.072 -5.109  -0.226
O -2.496 7.758 -4.038  -0.242
C -2.840 8.087 -5.387  -0.301
C -3.852 7.095 -5.941  -0.079
O -0.910 7.756 -2.320  -0.273
C -1.910 7.735 -1.299  -0.281
C -1.571 6.746 -0.191  -0.076
H 0.896 5.397 -2.401  0.076
H 0.939 3.622 -2.241  0.068
H 0.133 4.615 -1.023  0.046
H -0.787 4.058 -3.888  0.102
H -1.616 3.644 -2.392  0.122
H -1.940 8.132 -6.020  0.102
H -3.267 9.095 -5.397  0.115
H -3.603 6.060 -5.701  0.070
H -3.938 7.188 -7.026  0.077
H -4.840 7.281 -5.497  0.077
H -2.909 7.539 -1.700  0.114
H -1.927 8.739 -0.865  0.120
H -1.801 5.718 -0.483  0.062
H -2.164 6.948 0.704  0.078
H -0.508 6.785 0.065  0.080

Its SMILES is C#CCCC[PH2](N(C(=O)F)C(=O)F)S(C)(=O)=O.CCOP(=O)(OCC)OCC.CCOP(=O)(OCC)OCC. The maximum force comes out at 10.4 eV/A. The calculation puts the HOMO energy at -0.34113 Ha. As for the frontier orbital gap: 7.06 eV. As for the LUMO energy: -2.2 eV.